Computed, not measured: the molecule C4H5NS at a distorted geometry, with ωB97M-V with the def2-TZVPD basis set.

Last column: natural (NBO) charge in e.
Cartesian coordinates (Å):
1 C -1.66 1.51 -1.42  -0.406
2 C -0.54 0.97 -0.97  0.021
3 C 0.52 0.27 -0.58  -0.064
4 S 2.23 -0.15 -0.89  0.257
5 N 1.18 -0.04 0.68  -0.422
6 C 0.78 -1.29 1.36  -0.446
7 H -1.73 2.53 -1.35  0.211
8 H -2.53 0.95 -1.64  0.216
9 H 1.52 -2.10 1.64  0.225
10 H 0.41 -0.89 2.28  0.215
11 H -0.17 -1.75 0.89  0.193

Properties
molar mass: 99.2 g mol⁻¹
energy relative to the best compared isomer or geometry (same formula, charge and spin): 94.4 kcal/mol
Kohn-Sham gap: 9.0 eV
structure (SMILES): C=C=C1SN1C
lowest unoccupied orbital energy: 0.21 eV